# C59H137Br9N2O2

C59H137Br9N2O2 as an isolated structure (wB97M-V/def2-TZVPD, OMol25).

XYZ file:
```
209
Properties=species:S:1:pos:R:3:forces:R:3
C -1.87408 -4.64552 -1.45407 0.381 0.625 0.439
Br -3.63841 -5.56768 -1.19765 2.012 -1.199 -0.303
Br -0.26931 -5.41255 -0.54650 -2.223 -4.403 -4.920
Br -1.85090 -2.74879 -0.87633 1.662 -6.559 -3.252
H -1.73828 -4.51612 -2.52781 0.198 -0.855 0.482
C -3.83938 -2.98238 1.41694 -2.594 -3.419 -0.040
Br -2.41590 -4.32853 1.72874 -7.611 -0.765 2.756
Br -5.43720 -3.26371 2.64951 1.112 0.394 -0.737
Br -4.46322 -2.88856 -0.47309 -3.457 -5.615 8.688
H -3.38885 -2.00991 1.61550 -1.567 -0.565 0.732
C -0.14943 0.19327 4.38453 1.505 -2.629 1.687
Br -0.19788 1.25508 6.07808 0.037 -0.719 -0.895
Br -0.68523 -1.71378 4.71089 -2.549 3.016 4.669
Br 1.69303 0.10792 3.60559 -6.361 2.520 4.860
H -0.94754 0.52331 3.71955 1.363 -1.210 0.555
C 1.43748 -2.81150 -0.71112 2.537 -0.025 -0.542
C 2.72416 -2.35532 0.08720 -0.366 -0.317 -2.244
C 4.01686 -2.95818 -0.47277 -0.772 -1.022 0.910
C 5.26238 -2.51934 0.27236 0.063 0.325 -0.616
C 5.73174 -1.11307 -0.21017 0.512 -1.432 0.035
C 6.31783 -1.18840 -1.62667 0.244 -1.028 -0.095
H 1.48713 -3.87586 -0.94083 0.224 0.363 0.019
H 1.35483 -2.30310 -1.67175 0.345 -0.034 0.071
H 0.59043 -2.53339 -0.08402 2.908 -0.546 -3.218
H 2.67613 -1.27254 -0.02845 1.482 -2.141 -0.225
H 2.66426 -2.53256 1.16103 -0.055 -0.105 -0.551
H 4.11035 -2.90224 -1.55731 -0.020 0.398 -0.014
H 3.90843 -4.03066 -0.31114 0.038 -0.375 0.043
H 5.07943 -2.55370 1.34635 -0.191 0.305 -0.102
H 5.99322 -3.31500 0.12782 0.594 0.347 -0.219
H 4.85629 -0.46389 -0.22605 0.607 -0.664 -0.348
H 6.41346 -0.70762 0.53748 0.222 0.199 -0.163
H 6.98266 -2.02406 -1.84531 0.441 -0.087 0.753
H 5.49895 -1.40715 -2.31198 0.636 -0.789 0.442
H 6.80460 -0.29482 -2.01741 -0.014 0.150 0.336
C -0.06575 -3.67278 1.18473 1.755 1.190 3.231
C -0.03548 -3.24335 2.66047 1.189 -1.406 -1.612
C 1.24911 -2.54904 3.04235 0.083 -1.901 -0.040
C 2.45413 -3.47515 3.21115 -0.210 0.046 -0.045
C 3.56237 -2.70403 3.88297 0.575 -1.260 -1.288
C 4.92063 -3.40979 3.92596 -0.226 -0.795 0.553
H -0.16165 -2.75798 0.59989 -1.352 -1.510 2.205
H -0.94857 -4.28108 0.98800 3.752 1.203 -0.223
H 0.77363 -4.21106 0.74450 0.530 0.850 1.910
H -0.86883 -2.56544 2.84506 0.460 -1.212 -0.807
H -0.12407 -4.14298 3.26950 -0.340 0.015 0.441
H 1.03387 -2.09056 4.00753 1.587 -0.832 -0.801
H 1.34643 -1.69248 2.37531 1.146 -1.497 -0.147
H 2.24498 -4.36953 3.79804 -0.577 -0.003 0.224
H 2.74159 -3.87766 2.23983 0.369 -0.050 0.035
H 3.79395 -1.82678 3.27889 -1.463 -1.823 0.252
H 3.25804 -2.28324 4.84131 -0.360 -1.578 0.162
H 5.16538 -3.87832 2.97272 -0.060 0.199 -0.187
H 5.71793 -2.72190 4.20742 -0.150 -0.594 -0.438
H 4.95395 -4.23460 4.63777 -0.109 -0.025 0.239
C -2.78502 4.87218 -2.36013 -0.717 0.337 0.438
C -4.13943 4.32660 -1.78381 1.834 0.426 -0.159
C -3.91658 3.47032 -0.53868 -1.437 0.087 -0.279
C -5.29148 3.08789 0.04802 0.063 -0.111 0.553
C -5.15862 2.16167 1.25940 -0.165 -0.530 0.526
C -4.44179 0.84918 0.92561 -1.037 1.587 -0.014
H -3.01612 5.68904 -3.04382 0.301 -0.223 -0.364
H -2.17818 4.07409 -2.78782 -0.317 1.244 -0.515
H -2.10283 5.28029 -1.61436 -0.416 0.241 0.447
H -4.76804 5.18211 -1.53669 -0.099 -0.029 0.072
H -4.63935 3.76797 -2.57508 -0.124 -0.115 0.058
H -3.33923 4.05023 0.18137 0.031 0.050 0.247
H -3.37621 2.55549 -0.78198 0.223 0.526 0.237
H -5.86567 3.99399 0.24139 0.210 0.236 0.568
H -5.96327 2.61477 -0.66818 0.403 -0.413 -0.512
H -4.65722 2.66052 2.08876 0.143 0.197 -0.034
H -6.09649 1.82702 1.70270 -0.496 0.493 -0.288
H -3.37106 0.94530 0.74566 -1.135 1.227 1.390
H -4.56663 0.06217 1.66935 -0.258 -0.027 -0.140
H -4.79526 0.51487 -0.04978 -0.417 0.016 0.358
C 5.18015 -0.53877 6.94016 0.001 -0.341 -0.661
C 5.55434 -0.63174 5.43173 0.334 0.959 0.441
C 4.40200 -0.29168 4.47776 0.622 0.949 0.621
C 4.75579 -0.38921 2.97370 0.927 0.814 0.528
C 3.60799 -0.13785 1.98924 1.213 0.633 0.752
C 3.11486 1.28545 1.94293 2.995 1.426 -0.172
H 4.43040 -1.28074 7.21484 -0.445 0.218 -0.130
H 4.85043 0.47733 7.15679 -0.305 -0.116 0.112
H 5.98969 -0.76190 7.63511 0.421 0.116 -0.356
H 6.26162 0.17766 5.25083 0.681 -0.291 0.024
H 5.99819 -1.59622 5.18499 0.173 0.608 0.433
H 4.12850 0.74122 4.69317 -0.366 -0.022 0.263
H 3.62403 -1.02575 4.68757 0.470 2.430 0.331
H 5.56419 0.30181 2.73480 0.318 -0.011 0.058
H 5.09667 -1.42361 2.92990 0.960 0.860 -1.084
H 3.90497 -0.31717 0.95591 -0.231 -0.864 1.017
H 2.76313 -0.67454 2.42083 1.452 -1.569 -2.198
H 2.84108 1.61680 2.94460 0.703 1.289 -1.207
H 3.98973 1.80500 1.55209 -0.273 -0.627 1.376
H 2.40630 1.45059 1.13128 0.236 0.343 1.483
C -6.72133 -1.08613 -3.53001 0.093 0.431 0.405
C -6.27119 -0.83834 -2.07008 0.084 -1.397 -1.421
C -4.81510 -1.25521 -1.92495 -0.404 5.493 -2.865
C -3.74310 -0.45366 -2.76251 -1.275 0.494 1.037
C -3.76469 1.09751 -2.64570 -0.016 -0.426 -0.464
C -2.35272 1.71676 -2.84323 -3.092 -0.835 -0.476
H -6.42732 -2.08137 -3.86341 -0.146 -0.218 0.211
H -6.19366 -0.41732 -4.20997 -0.171 0.267 -0.030
H -7.79869 -0.97120 -3.64911 0.044 0.025 -0.137
H -6.47153 0.17226 -1.71419 0.118 0.063 -0.114
H -6.79507 -1.55214 -1.43435 -0.416 0.254 0.222
H -4.69275 -2.33593 -1.99703 -0.610 1.119 -3.587
H -4.55444 -0.98929 -0.90053 -2.103 1.104 -2.775
H -2.74834 -0.70848 -2.39695 -0.917 -0.181 -0.239
H -3.67460 -0.73784 -3.81258 -1.711 0.588 0.307
H -4.43088 1.48177 -3.41813 -0.071 0.139 -0.151
H -4.15905 1.53156 -1.72691 -0.308 -0.990 -0.102
H -1.63758 1.32178 -2.12166 -0.926 0.773 -1.896
H -2.07435 1.52271 -3.87907 0.307 0.062 0.128
H -2.50678 2.78013 -2.65990 0.073 -1.290 -0.216
C -0.98353 1.67941 -0.01141 2.554 -2.276 -13.737
C 0.36641 2.27565 -0.37416 -0.284 0.368 -3.186
C 0.32719 3.29800 -1.54399 -2.377 1.116 0.419
C 0.07639 2.79075 -2.97910 1.055 -0.652 0.848
C 0.88465 3.51933 -3.98019 0.518 1.227 -0.134
C 0.55714 3.30127 -5.45850 0.375 0.439 0.406
H -1.35097 1.29819 -0.96418 0.570 0.221 1.075
H -1.56612 2.52911 0.34454 3.778 -1.397 -10.345
H -0.92257 0.89025 0.73798 -3.034 -3.676 -10.000
H 0.88546 2.71151 0.47948 -0.593 -0.369 0.177
H 0.96356 1.41414 -0.67304 -0.840 2.713 -2.154
H 1.13387 4.02915 -1.49119 -0.937 -0.653 -0.444
H -0.53801 3.92923 -1.34134 -0.325 0.287 0.249
H 0.42938 1.76072 -2.92875 -0.531 0.130 -0.551
H -0.96528 2.87771 -3.28809 1.301 -0.086 0.214
H 0.74433 4.56636 -3.71160 0.002 0.467 -0.358
H 1.94252 3.34893 -3.78027 0.176 -0.040 -0.287
H 1.09306 2.42441 -5.82183 -0.254 -0.015 -0.269
H -0.50970 3.24353 -5.67440 -0.082 -0.326 0.218
H 0.88823 4.19422 -5.98872 0.262 -0.204 -0.304
C -3.39457 -4.09316 -4.19297 0.323 0.929 -0.492
C -1.97919 -3.91958 -4.82048 -0.749 0.505 -1.476
C -1.64045 -2.48126 -5.41936 0.278 -0.632 1.519
C -1.55404 -1.38012 -4.34891 0.036 -0.199 0.070
C -0.54983 -1.63434 -3.20178 -0.125 -1.197 -1.043
C -0.28789 -0.48813 -2.27927 0.465 1.435 -2.012
H -3.63550 -5.11950 -3.91606 0.377 0.164 0.251
H -4.19210 -3.81945 -4.88372 0.187 0.111 -0.511
H -3.55449 -3.38891 -3.37655 0.117 -0.308 0.420
H -1.17795 -4.29702 -4.18514 0.036 0.287 0.067
H -2.00724 -4.61529 -5.65911 0.340 -0.067 -0.218
H -2.34134 -2.19231 -6.20254 -0.307 -0.146 0.106
H -0.65820 -2.43362 -5.88948 0.132 -0.748 -0.218
H -1.34592 -0.45462 -4.88578 0.286 0.337 0.019
H -2.52196 -1.20966 -3.87755 2.001 -1.019 -1.244
H -0.96642 -2.43256 -2.58745 1.023 0.066 -1.649
H 0.41020 -1.95589 -3.60557 0.161 -0.186 -0.203
H 0.46658 -0.57835 -1.49777 -1.016 -0.443 -2.254
H 0.07063 0.25120 -2.99547 -0.061 0.087 0.172
H -1.17456 -0.01135 -1.86141 0.876 -1.210 -0.134
C 2.97443 -0.68699 -2.72975 0.162 0.966 -0.773
C 4.15833 0.27833 -3.00380 -0.079 -0.536 0.255
C 4.07772 1.66827 -2.37137 0.483 -0.141 0.289
C 3.92079 1.66014 -0.81943 -0.143 1.636 -1.094
C 4.04575 3.05247 -0.13001 -0.667 0.537 -1.175
C 2.80866 3.88936 -0.48879 1.166 0.226 0.650
H 3.04747 -1.14713 -1.74433 0.000 0.265 -0.533
H 2.87378 -1.48801 -3.46210 0.538 -0.186 -0.056
H 2.02359 -0.17037 -2.86052 0.029 0.141 0.313
H 5.02092 -0.25610 -2.60576 -0.935 1.633 -0.992
H 4.31184 0.42285 -4.07322 -0.064 -0.135 -0.142
H 3.29217 2.16990 -2.93652 -0.417 0.329 0.654
H 4.97313 2.23592 -2.62460 0.303 -0.075 -0.094
H 2.88727 1.32682 -0.72539 0.866 0.232 0.604
H 4.65167 1.00747 -0.34199 -0.410 0.302 -0.464
H 4.10150 2.91826 0.95026 0.402 1.216 -1.017
H 4.92230 3.59634 -0.48209 0.272 -0.197 -0.028
H 1.90133 3.53599 0.00109 1.420 0.344 -0.184
H 2.87076 4.93297 -0.18039 0.381 0.198 -0.138
H 2.65129 3.84370 -1.56640 0.606 0.145 0.271
C -2.71054 -0.71442 -0.12602 1.576 1.771 1.023
C -1.93022 -1.22837 1.13230 1.699 1.676 1.331
C -0.42237 -0.66288 1.27187 -1.493 -1.972 -0.516
O 0.29012 -0.81899 0.06007 0.218 2.217 3.138
C 1.50032 -0.02288 0.10028 -1.224 -0.575 3.101
N -2.57659 -0.87182 2.38019 -0.557 -7.898 -4.960
H -2.22366 -1.02210 -1.05144 -0.188 1.933 1.032
H -2.84961 0.36559 -0.17452 1.585 -1.425 -1.031
H -3.73379 -1.05740 -0.27911 2.922 0.324 2.383
H -1.91515 -2.31826 1.12918 0.925 1.420 0.127
H 0.10626 -1.12656 2.10472 -1.042 0.157 -0.671
H -0.49140 0.36618 1.62454 1.227 -2.281 1.808
H 2.07245 0.07135 -0.82268 -1.111 -0.769 0.029
H 2.16464 -0.38485 0.88498 -1.469 0.370 -0.601
H 1.19465 0.99056 0.36030 0.733 -2.593 1.555
H -2.38511 0.08697 2.63347 2.233 -4.191 -1.308
H -2.41572 -1.52417 3.13428 0.195 0.071 -0.146
C -1.16482 2.26409 1.68680 -2.018 5.948 14.629
C -1.63594 2.10895 3.17778 -1.781 2.777 -0.502
C -2.44356 3.34445 3.69374 2.506 -0.518 0.308
O -1.45750 4.34233 4.04069 -1.951 0.650 -0.589
C -2.13538 5.47560 4.63978 1.712 -0.568 0.700
N -2.55117 0.90403 3.25556 -0.506 13.730 6.485
H -1.94650 2.54544 0.98116 -5.627 0.183 10.331
H -0.69100 1.35275 1.32203 1.441 6.735 7.456
H -0.57431 3.17088 1.55590 0.249 -0.037 1.009
H -0.80641 1.91617 3.85809 -0.593 1.545 -0.470
H -2.93780 3.05355 4.62068 -0.471 0.020 0.128
H -3.15509 3.70083 2.94888 -0.048 0.146 -0.035
H -2.51929 5.14540 5.60502 -0.488 0.043 0.024
H -2.89467 6.00331 4.06264 -0.033 -0.429 -0.401
H -1.32884 6.16695 4.88400 -0.100 0.196 -0.161
H -2.95148 0.97387 4.18021 -0.389 -0.664 0.305
H -3.29939 0.96363 2.57977 -0.739 1.411 0.428
```
Positions in Å, forces in eV/Å.

Calculated values
Net charge   0
DFT total energy   -25753.87138 Eh
Kohn-Sham gap   7.469 eV
2S+1   1
Strongest force on any atom   0.310 hartree/bohr

Mulliken atomic charge list, values in e, 99 entries: atom 1 (C): -0.11, atom 2 (Br): -0.07, atom 3 (Br): -0.03, atom 4 (Br): 2.87, atom 5 (H): -0.13, atom 6 (C): 0.82, atom 7 (Br): 0.12, atom 8 (Br): -0.13, atom 9 (Br): -0.24, atom 10 (H): -0.73, atom 11 (C): -0.60, atom 12 (Br): -0.03, atom 13 (Br): -0.17, atom 14 (Br): 1.19, atom 15 (H): 0.34, atom 16 (C): -0.74, atom 17 (C): 1.93, atom 18 (C): -1.42, atom 19 (C): 0.05, atom 20 (C): 0.48, atom 21 (C): -1.82, atom 22 (H): 0.62, atom 23 (H): -0.41, atom 24 (H): 0.22, atom 25 (H): 0.58, atom 26 (H): -0.34, atom 27 (H): 0.30, atom 28 (H): 0.74, atom 29 (H): -0.72, atom 30 (H): 0.71, atom 31 (H): -1.52, atom 32 (H): 0.64, atom 33 (H): 0.43, atom 34 (H): 0.70, atom 35 (H): 0.36, atom 36 (C): -2.26, atom 37 (C): -0.04, atom 38 (C): 0.06, atom 39 (C): -1.75, atom 40 (C): 0.43, atom 41 (C): -1.59, atom 42 (H): -0.39, atom 43 (H): 0.32, atom 44 (H): 1.28, atom 45 (H): -1.68, atom 46 (H): 0.51, atom 47 (H): 0.86, atom 48 (H): -1.10, atom 49 (H): 0.68, atom 50 (H): 0.10, atom 51 (H): -2.23, atom 52 (H): 1.26, atom 53 (H): 0.46, atom 54 (H): 0.23, atom 55 (H): 0.34, atom 56 (C): -1.27, atom 57 (C): -0.65, atom 58 (C): 1.28, atom 59 (C): -1.00, atom 60 (C): -1.43, atom 61 (C): -0.55, atom 62 (H): 0.59, atom 63 (H): 0.61, atom 64 (H): 0.34, atom 65 (H): 0.54, atom 66 (H): 0.18, atom 67 (H): 0.67, atom 68 (H): -2.23, atom 69 (H): 0.53, atom 70 (H): 0.28, atom 71 (H): 0.33, atom 72 (H): 0.50, atom 73 (H): -0.25, atom 74 (H): 1.28, atom 75 (H): 0.07, atom 76 (C): -1.41, atom 77 (C): -0.58, atom 78 (C): 0.06, atom 79 (C): -0.81, atom 80 (C): 1.00, atom 81 (C): -1.18, atom 82 (H): 0.30, atom 83 (H): 0.32, atom 84 (H): 0.43, atom 85 (H): 0.40, atom 86 (H): 0.20, atom 87 (H): 0.93, atom 88 (H): -0.54, atom 89 (H): 0.68, atom 90 (H): 0.17, atom 91 (H): -1.36, atom 92 (H): 0.08, atom 93 (H): 0.88, atom 94 (H): -0.28, atom 95 (H): 0.07, atom 96 (C): -1.35, atom 97 (C): -0.49, atom 98 (C): -0.75, atom 99 (C): -0.56